Computed, not measured: 5 unconnected molecules or ions with the total composition C17H19BF4NO15 in a non-equilibrium geometry, with the ωB97M-V functional and the def2-TZVPD basis.

Structure (XYZ):
```
57
Properties=species:S:1:pos:R:3:forces:R:3
F 7.272 -0.556 1.242 -0.1 -0.1 0.2
F 3.972 3.848 2.294 0.0 -0.1 0.2
F -2.328 4.298 -6.684 -0.1 0.1 0.0
F -0.037 -0.208 -1.845 0.0 -0.2 0.0
O -0.182 -2.381 2.545 -0.5 -2.8 -0.7
O 5.460 -1.416 -1.533 -0.5 0.5 0.5
O 0.209 -4.417 3.852 -1.8 1.5 -2.0
O 3.619 -0.137 -1.227 0.9 -0.3 0.4
O -2.197 1.521 0.175 -0.5 -1.2 0.3
O -1.604 -4.458 2.107 1.3 0.2 0.7
O -3.078 2.554 -5.481 0.2 0.0 0.9
O -3.268 -0.195 1.193 0.6 0.2 -0.5
O -3.062 0.919 -3.918 0.4 0.9 -0.4
O 1.942 4.203 1.400 -0.3 -0.6 -0.4
O -1.754 -0.599 -0.443 -0.7 0.3 0.6
O -1.632 2.668 -3.756 -0.6 -0.4 -0.3
O 5.239 -0.201 0.353 -0.2 -0.5 -0.4
O 2.167 2.985 -0.485 -0.6 0.4 0.5
O 0.326 4.267 -0.184 0.9 -0.4 0.3
N -2.837 -4.107 2.540 -3.9 1.1 1.4
C -2.629 1.952 -4.348 -0.4 -1.1 0.2
C -3.513 -5.042 3.413 -3.0 2.1 0.5
C -2.585 3.879 -5.424 0.0 0.3 -0.8
C 6.673 -1.544 -0.804 0.7 -0.6 -0.5
C -4.777 -2.395 2.532 1.4 -4.1 1.7
C 4.676 -0.545 -0.840 -1.1 0.3 -1.0
C 2.958 3.247 1.629 0.5 0.5 0.4
C -1.123 1.569 -0.759 0.4 0.9 -0.3
C 3.378 2.858 0.248 0.8 -0.7 -0.5
C -4.918 -4.702 3.950 2.2 2.8 -2.8
C 6.257 -1.156 0.579 0.6 0.4 0.5
C -1.322 3.740 -4.637 0.9 0.7 0.3
C -5.547 -3.355 3.494 3.2 -0.7 -1.2
C -1.249 0.255 -1.456 0.6 -0.1 -0.8
C -3.370 -2.852 2.083 -3.0 -0.4 1.7
C 1.382 3.858 0.207 -1.0 0.6 -0.6
C -2.475 0.208 0.382 -0.4 0.6 0.5
B -0.552 -3.758 2.832 2.7 1.2 1.6
H -0.466 3.464 -5.258 -0.2 0.0 -0.1
H 4.128 3.534 -0.172 -0.1 0.1 0.3
H -1.075 4.646 -4.081 -0.1 -0.2 0.1
H 3.760 1.839 0.201 -0.3 0.1 -0.1
H -2.756 -2.171 1.404 -0.8 -1.4 1.1
H 2.560 2.423 2.227 0.1 0.1 0.1
H -1.232 2.413 -1.439 -0.1 -0.1 0.3
H -5.250 -1.413 2.197 1.1 -1.6 0.4
H -5.474 -5.396 4.660 1.0 1.0 -1.2
H 7.422 -0.867 -1.224 -0.1 0.1 0.2
H -3.334 4.530 -4.963 0.0 0.0 -0.2
H -3.016 -6.019 3.733 -0.4 1.8 -0.9
H 0.114 -2.309 1.608 -0.6 0.2 0.8
H -0.178 1.673 -0.220 0.0 -0.2 -0.1
H 7.056 -2.564 -0.853 -0.2 0.1 -0.1
H 5.861 -1.981 1.178 0.1 0.1 0.1
H -1.935 0.260 -2.309 0.2 -0.1 0.1
H 0.898 -3.808 4.208 -0.7 -0.6 -0.5
H -6.574 -3.058 3.880 1.6 -0.5 -0.6
```
Forces are in eV/Å.

Computed properties:
Net charge: +1
HOMO-LUMO gap: 9.0 eV

***

Computed, not measured: 13 unconnected molecules or ions with the total composition C48H80Cl24FN6O3 in a non-equilibrium geometry, with the ωB97M-V functional and the def2-TZVPD basis.

Structure (XYZ):
```
162
Properties=species:S:1:pos:R:3:forces:R:3
Cl 1.008 8.253 9.642 0.0 0.0 0.0
Cl 3.054 1.302 -3.751 -0.1 0.1 0.0
Cl -5.948 5.228 -3.343 0.0 -0.1 0.0
Cl 6.434 4.331 -1.517 0.1 0.0 -0.1
Cl -0.582 8.106 2.243 -0.5 0.6 0.5
Cl 2.771 -7.060 -7.711 0.0 0.0 0.0
Cl -1.790 6.530 8.726 0.0 0.0 0.0
Cl -8.356 -8.251 0.901 -0.2 -0.1 -0.2
Cl -6.713 -5.720 2.416 0.3 0.1 0.1
Cl 7.463 1.614 -3.307 0.0 0.0 0.0
Cl 11.529 1.614 0.610 0.0 0.0 0.0
Cl -2.685 8.330 4.920 0.0 0.0 0.0
Cl 2.570 -6.563 -2.607 0.6 -0.9 -0.5
Cl 5.036 -4.907 -4.268 -0.1 0.2 -0.1
Cl 13.732 2.240 5.603 0.0 0.0 0.0
Cl -4.433 -9.249 5.426 0.0 0.0 -0.1
Cl 3.814 -1.547 -5.416 0.1 0.0 0.0
Cl 11.249 4.716 -0.783 0.1 0.0 0.0
Cl 0.779 -4.943 -5.931 0.0 0.0 0.1
Cl -6.772 -2.739 0.841 -0.2 -0.1 -0.2
Cl -3.079 -7.273 2.997 0.0 0.0 -0.1
Cl 10.892 3.128 3.939 0.0 0.0 0.2
Cl -6.967 -11.140 -0.265 0.0 0.0 0.0
Cl -3.817 3.491 -5.354 -0.1 -0.1 -0.2
F 0.835 2.055 2.160 -1.5 -1.0 -1.2
O 0.790 -0.107 1.800 -0.2 -0.2 -0.2
O -1.216 5.971 -0.675 0.5 0.1 0.1
O 0.113 0.122 -0.973 -0.5 0.3 0.1
N -0.875 1.185 0.756 -0.8 -1.0 0.4
N -2.636 -3.984 1.920 -0.5 0.9 -0.2
N -2.151 -0.162 -1.029 -1.4 0.9 2.8
N -4.175 -0.425 0.300 1.9 -1.5 -0.5
N -2.574 -2.226 0.186 1.2 0.7 0.1
N -1.480 4.330 -2.977 0.7 -0.2 0.0
C 0.870 7.049 8.337 0.1 -0.1 -0.1
C 2.455 -1.296 -4.294 -0.1 -0.3 0.1
C -5.541 0.260 2.288 0.8 -0.1 -0.1
C -8.107 -4.630 2.302 -0.2 0.1 0.0
C 1.902 0.100 -4.381 -0.3 0.0 -0.1
C -0.926 0.360 -0.419 2.6 -0.9 -0.8
C -0.227 -4.216 -2.173 0.2 1.1 2.9
C -1.382 -3.474 -1.625 1.9 -0.6 0.4
C -8.123 -3.903 0.980 -0.5 -0.2 -0.1
C -4.011 -6.742 4.420 -0.2 0.1 0.3
C -2.307 1.921 -2.587 0.2 0.4 0.5
C 13.610 3.321 4.192 0.1 0.1 -0.1
C 2.054 -4.492 -7.095 0.2 0.1 -0.2
C -0.137 -3.029 0.529 0.4 -0.9 -1.2
C -2.637 -3.547 3.335 -0.2 -0.6 0.2
C -1.336 -2.894 -0.282 2.0 -1.1 -2.0
C -6.015 -0.598 3.299 0.2 0.3 -0.6
C 1.025 6.152 0.327 1.6 -1.0 -0.8
C -6.440 -10.193 1.147 0.1 0.0 0.1
C 2.486 5.950 0.314 -1.7 -0.8 -2.6
C -3.422 -3.096 1.070 -1.1 -2.0 0.3
C 12.337 4.136 4.207 0.2 0.2 0.0
C 2.203 4.975 -2.029 -0.5 0.9 2.1
C -4.666 5.008 -5.751 -0.1 0.3 -0.1
C -2.995 1.019 -1.466 -0.2 1.0 -1.9
C 5.410 3.027 -2.175 -0.1 -0.2 0.0
C 3.071 5.369 -0.908 -2.0 0.2 0.2
C -4.818 5.904 -4.543 0.1 0.1 -0.1
C 9.985 3.463 -0.691 -0.2 -0.1 0.0
C 5.232 -6.334 -3.231 0.1 -0.1 0.1
C -3.127 7.937 3.240 -0.1 0.0 -0.1
C -4.066 0.142 1.684 -2.4 -0.8 -0.4
C -1.672 3.262 -1.974 -1.3 -0.8 0.0
C -0.061 4.641 -3.236 0.6 -0.4 -0.1
C -2.050 7.141 2.538 -0.2 -0.1 -0.1
C -2.919 -1.003 -0.155 -1.0 0.7 0.0
C -3.760 -7.613 5.630 0.1 0.1 0.1
C 2.152 -5.475 -8.239 -0.1 0.1 -0.1
C 0.162 5.758 -0.798 2.5 0.1 0.1
C 10.080 2.649 0.580 -0.2 0.1 -0.1
C 1.038 -3.764 0.023 -2.5 0.3 -1.9
C -7.601 -9.546 1.867 0.1 -0.1 0.2
C -0.480 7.095 7.658 0.1 0.0 -0.1
C 0.740 5.145 -1.997 1.3 0.4 1.2
C 0.979 -4.353 -1.332 -1.4 0.9 0.7
C 0.297 0.934 1.569 1.1 0.9 0.6
C 6.108 1.686 -2.153 -0.1 -0.1 0.1
C 4.050 -7.266 -3.326 0.1 -0.4 -0.1
H 9.216 1.987 0.659 0.0 0.0 -0.1
H -1.525 1.344 -3.144 -0.7 0.4 0.4
H -3.667 1.199 1.640 -0.5 -1.1 0.1
H -3.703 -5.718 4.632 0.0 -0.1 0.1
H -4.006 -3.758 0.363 0.5 0.9 0.6
H -5.065 -6.729 4.147 0.1 -0.1 0.1
H 12.209 4.665 5.151 0.0 -0.1 0.0
H -1.674 1.054 1.383 0.0 0.5 -0.4
H -8.056 -4.593 0.139 0.1 0.0 0.1
H -0.478 6.440 6.786 0.0 0.0 0.1
H -2.411 6.809 1.563 0.0 0.0 0.0
H -9.049 -3.336 0.880 0.1 0.1 0.1
H -2.419 3.659 -1.221 0.9 -0.5 -0.5
H -5.928 -10.882 1.819 -0.1 0.0 0.0
H -2.974 -4.951 1.821 0.4 0.7 0.2
H -5.631 4.751 -6.186 0.1 -0.1 0.1
H 9.025 3.979 -0.728 0.1 -0.1 0.1
H -5.220 6.870 -4.849 0.0 -0.1 -0.1
H 10.101 3.286 1.461 0.1 0.0 -0.1
H 1.684 -2.021 -4.562 0.0 0.1 0.0
H -4.168 -2.530 1.682 0.8 0.0 -0.7
H 2.801 -1.525 -3.286 0.0 0.1 -0.1
H -2.278 -3.397 -2.283 0.7 0.1 0.8
H -6.183 1.054 1.809 1.3 0.5 1.8
H 3.827 -7.528 -4.360 0.0 0.1 0.1
H 1.654 7.276 7.613 -0.1 0.0 0.0
H -7.253 -9.088 2.794 0.1 0.0 -0.1
H -4.243 -7.177 6.504 0.0 0.0 -0.1
H -3.861 6.075 -4.048 -0.1 -0.1 0.0
H 1.653 0.371 -5.407 0.2 0.0 0.1
H 0.041 5.368 -4.095 -0.3 -0.6 1.0
H 5.406 0.901 -2.438 0.0 0.1 0.0
H -3.124 2.218 -3.299 0.8 -0.4 0.8
H 14.473 3.986 4.227 -0.1 0.0 0.0
H -3.340 8.870 2.720 0.1 0.0 0.1
H 4.262 -8.185 -2.779 0.0 0.1 0.0
H 4.180 5.213 -0.978 -1.4 0.3 0.1
H 5.391 -5.989 -2.210 -0.1 0.0 -0.1
H 0.997 0.177 -3.778 0.1 -0.1 0.1
H -3.448 -0.502 2.366 -0.5 0.6 -0.5
H -3.247 1.720 -0.630 0.0 -0.9 -0.5
H 2.679 4.532 -2.932 -0.5 0.3 0.8
H 3.136 6.233 1.179 -0.8 -0.3 -0.9
H 1.949 -3.882 0.654 -1.0 0.2 -0.6
H -6.102 -0.208 4.343 -2.0 0.0 -1.2
H -4.073 5.513 -6.515 0.0 0.0 0.1
H 1.071 6.066 8.761 -0.1 0.1 0.0
H 1.799 -3.503 -7.477 0.0 -0.1 0.0
H 6.135 -6.847 -3.561 -0.1 0.0 0.0
H -1.765 6.260 3.112 0.0 0.1 0.0
H 12.361 4.874 3.404 0.0 -0.1 0.0
H -6.342 -1.660 3.040 2.3 0.7 1.0
H -1.897 4.067 -3.869 0.0 0.0 0.4
H 4.512 2.987 -1.556 0.1 0.0 0.0
H 1.859 -4.959 -1.723 -1.6 1.6 0.9
H 0.604 6.613 1.261 0.4 -0.9 -1.6
H -9.006 -5.238 2.405 0.1 0.0 -0.1
H -0.266 -4.691 -3.182 0.0 0.6 1.0
H -2.695 -7.708 5.841 -0.1 -0.1 -0.1
H 0.423 3.690 -3.611 0.1 0.9 0.4
H -0.727 8.102 7.325 0.0 0.0 0.1
H 1.185 -5.632 -8.717 0.0 0.0 0.1
H -5.718 -9.451 0.807 -0.1 0.0 0.0
H -3.917 0.598 -1.951 0.9 0.4 0.9
H -0.739 2.957 -1.435 -0.6 0.7 -0.5
H -4.048 7.354 3.284 0.1 0.0 0.0
H -2.254 -2.493 3.445 -0.5 -1.0 -0.2
H -8.068 -3.942 3.146 0.0 0.0 -0.1
H 5.113 3.308 -3.185 0.2 0.0 0.0
H -1.966 -4.215 3.935 -0.5 0.6 -0.6
H 2.995 -4.414 -6.552 -0.1 -0.1 0.0
H 2.846 -5.098 -8.991 0.0 0.0 0.1
H -0.087 -2.622 1.565 -0.2 -0.3 -1.0
H -3.693 -3.659 3.723 1.0 0.5 0.1
H -4.938 -1.097 0.229 0.3 0.1 0.3
H 10.067 2.834 -1.577 0.1 0.1 0.1
H -1.450 6.887 -0.899 0.4 -0.4 0.0
H 6.495 1.454 -1.162 0.0 0.1 -0.1
H -8.373 -10.274 2.117 0.0 0.1 -0.1
H 13.684 2.713 3.291 -0.1 0.0 0.1
```
Forces are in eV/Å.

Computed properties:
Net charge: +1
HOMO-LUMO gap: 6.5 eV

***

> What is the formula in the first record?

C17H19BF4NO15